Record 1
Molecular formula: C23H36ClFIN4O7PS
Method: DFT, ωB97M-V/def2-TZVPD

Last column: Löwdin charge in e.
Cartesian coordinates (Å):
I 1.99594 4.98951 3.05732  0.686
Cl 3.34702 1.24849 6.13954  0.669
S 3.90345 -3.88546 1.34896  0.293
P 3.90464 -2.61158 2.79262  0.220
F -3.08711 0.39390 0.97463  -0.100
O 5.38005 -2.66891 3.55655  -0.195
O 0.63327 -3.73378 3.40187  0.164
O 2.87102 1.07679 -0.64235  0.012
O 3.73455 -2.14240 6.05664  0.175
O 3.80904 -1.09589 2.14398  -0.222
O -4.54616 -1.92018 -5.66527  0.017
O -1.98247 0.63716 -3.04884  0.008
N 5.01053 1.37099 -0.09004  0.011
N -4.12651 1.28051 -3.03230  0.015
N 2.74356 -2.92162 4.03528  -0.063
N -3.11838 -2.53877 -4.05541  0.022
C -2.98006 1.03390 -5.18867  -0.010
C -1.20905 1.90698 3.23848  -0.124
C 6.35478 1.90418 -0.18020  -0.072
C -0.09851 -0.50653 3.36418  -0.077
C 0.98784 -1.30904 3.87322  -0.016
C -0.09278 0.92540 3.73711  -0.111
C 0.48380 3.66098 2.17589  -0.606
C -2.97875 0.96597 -3.68570  -0.564
C -1.96474 -0.01190 0.20973  -0.187
C 3.94026 1.62866 -0.87638  -0.554
C -4.17068 -4.27325 -5.43892  -0.011
C -1.20936 -1.16381 2.49026  -0.122
C -0.74326 3.43611 3.12735  -0.298
C 4.10685 2.59693 -2.01842  -0.008
C 1.33301 -2.82288 3.69678  -0.381
C 0.97907 1.44903 4.56096  -0.020
C -2.34928 -3.45784 -3.24077  -0.067
C -5.39805 1.68679 -3.59820  -0.067
C 2.06762 -0.78716 4.75105  -0.089
C -3.96942 -2.82532 -5.07389  -0.541
C 3.01658 -1.96621 5.13765  -0.387
C -0.99208 -1.00588 0.93511  -0.126
C 2.06586 0.60997 5.09657  -0.529
H -2.20182 -0.83164 2.87279  0.120
H 6.04494 -2.24560 2.98291  0.082
H -2.37494 -0.55396 -0.68539  0.099
H -4.04906 1.21202 -2.02788  0.134
H -3.22470 -4.71789 -5.75264  0.086
H 4.85732 2.22750 -2.71951  0.085
H 4.39583 3.57931 -1.64049  0.085
H -6.16182 0.97360 -3.28385  0.086
H -3.71555 0.33562 -5.59434  0.063
H -2.02507 1.90970 4.01339  0.133
H 4.80957 0.71261 0.65001  0.116
H 0.06928 -0.65941 0.79020  0.119
H -1.05454 -2.01924 0.46489  0.112
H 6.46405 2.59840 -1.00857  0.074
H 2.87931 -0.85120 1.95817  0.074
H -3.03469 -1.54967 -3.86858  0.107
H -0.56526 3.83781 4.16054  0.079
H -5.65270 2.67387 -3.20703  0.083
H 1.02000 2.69915 1.98147  0.041
H -1.60890 1.64510 2.23215  0.095
H -5.36726 1.72591 -4.68290  0.079
H 6.58872 2.41684 0.75496  0.084
H -1.99652 0.75552 -5.56231  0.089
H 0.16230 4.15451 1.22587  0.048
H -1.44986 0.88905 -0.20425  0.117
H -1.62746 3.98158 2.69873  0.112
H 1.03353 2.52600 4.84815  0.081
H -3.20048 2.05080 -5.51919  0.087
H 3.16034 2.69455 -2.54595  0.083
H -2.63654 -3.32024 -2.19625  0.079
H -4.87453 -4.33973 -6.26588  0.083
H 7.05035 1.07275 -0.31070  0.084
H -1.14753 -2.26389 2.71347  0.107
H -4.58123 -4.82242 -4.58983  0.085
H -2.51429 -4.49283 -3.52619  0.074
H -1.29052 -3.21620 -3.35037  0.089

Values from the calculation:
ΔE to the lowest compared entry with this formula, charge and spin	0.0	kcal/mol
E_HOMO	-8.85	eV
HOMO-LUMO gap	0.2937	hartree
structure (SMILES)	O=C1c2c(Cl)cc(CCCI)c(CCCF)c2C(=O)N1P(O)(O)=S.CNC(C)=O.CNC(C)=O.CNC(C)=O
largest force on an atom	3.0	eV/A


Record 2
Molecular formula: C23H36ClIN5O4Ru
Method: DFT, ωB97M-V/def2-TZVPD

Last column: Löwdin charge in e.
Cartesian coordinates (Å):
I 0.14542 3.18755 4.16331  1.063
Ru -0.47328 0.05654 -0.05566  1.265
Cl -1.68124 6.99128 0.37278  0.829
O -0.11178 -0.14805 -2.35642  -0.068
O 1.59612 0.84293 -0.05789  -0.062
O -0.49063 1.45147 1.57875  -0.142
O 1.51498 -1.70817 -0.94791  -0.177
N -2.45710 -1.00562 -0.37135  -0.336
N 3.77763 0.77500 0.44076  -0.120
N 0.23496 -1.22568 -4.30083  -0.117
N -0.62671 -1.37493 1.89230  -0.308
N -1.29742 2.03141 -0.87164  0.062
C 2.66823 0.20873 -0.01477  -0.372
C -1.98796 -1.92289 1.87642  -0.181
C 0.68238 -2.38858 -5.06271  -0.005
C 3.75077 2.15154 0.93280  0.004
C -1.18470 3.03992 0.01213  -0.133
C -2.44125 -2.21900 0.47240  -0.178
C -1.31866 5.35900 0.71271  -0.565
C -1.70879 2.30300 -2.09766  -0.087
C 0.41943 -1.07749 -2.99231  -0.395
C -0.63236 -0.29241 -5.01646  -0.001
C 1.34528 -2.06890 -2.29364  -0.097
C 0.37882 -2.44233 1.73888  -0.077
C -0.54831 3.70163 2.28052  -0.600
C -0.38658 -0.74915 3.20331  -0.095
C -1.94799 4.63144 -1.61067  0.021
C -2.05202 3.59586 -2.50512  0.007
C -0.84942 5.02039 1.96807  -0.140
C -3.53270 -0.07925 0.04851  -0.065
C -1.49553 4.36889 -0.30632  -0.146
C -2.71852 -1.42057 -1.75565  -0.070
C 2.77594 -1.22155 -0.54829  -0.097
C -0.72017 2.66610 1.32269  -0.383
C 5.08309 0.12637 0.50014  -0.007
H -1.95793 -2.12785 -2.08231  0.088
H -2.64960 -1.18606 2.33138  0.120
H -1.65721 -0.66729 -5.05779  0.106
H 1.51638 -2.89199 -4.58513  0.086
H 3.15984 -1.88551 0.22875  0.136
H -1.76955 -2.93964 0.00294  0.119
H 5.47620 0.20791 1.51318  0.108
H 2.83549 2.63587 0.61279  0.085
H -0.43489 -1.51210 3.98863  0.108
H -0.71983 5.79420 2.71191  0.111
H 5.03055 -0.92397 0.23757  0.083
H 3.48187 -1.23162 -1.38259  0.144
H 2.30272 -2.11315 -2.81675  0.136
H 4.60891 2.68689 0.52996  0.103
H -0.13490 -3.10152 -5.18759  0.110
H 0.59350 -0.28075 3.21905  0.082
H 5.77768 0.62369 -0.17751  0.109
H 1.36944 -1.99566 1.80142  0.083
H -3.63290 0.70754 -0.69384  0.080
H 3.80535 2.16134 2.02207  0.105
H -1.76423 1.46940 -2.78302  0.088
H -0.61444 0.67250 -4.52104  0.078
H -3.29256 0.38095 1.00319  0.082
H -2.70191 -0.55358 -2.41039  0.075
H 1.00540 -2.06394 -6.04936  0.103
H -2.05002 -2.83136 2.48776  0.144
H -0.26116 -0.18057 -6.03238  0.102
H 0.90078 -3.06807 -2.32396  0.150
H -2.20854 5.64134 -1.89628  0.110
H -3.69731 -1.90485 -1.82562  0.112
H -3.43939 -2.67181 0.49470  0.141
H 0.28484 -3.18119 2.54465  0.105
H -1.13152 0.01473 3.40295  0.071
H -4.48776 -0.60944 0.13084  0.108
H -2.38816 3.76679 -3.51780  0.125
H 0.27722 -2.94662 0.78363  0.075

Values from the calculation:
<S²>	0.80
ΔE to the lowest compared entry with this formula, charge and spin	51.8	kcal/mol
E_HOMO (spin up / spin down)	-13.14 / -13.15	eV
HOMO-LUMO gap (spin up / spin down)	0.2740 / 0.1990	hartree
spin multiplicity	2
total charge	+2
largest force on an atom	2.4	eV/A


Short version: total energy = -3241.0876; -2325.0152 Eh, in the order given.